No. 1
137
Properties=species:S:1:pos:R:3 method="wB97M-V/def2-TZVPD" total_charge=0
C -7.3265 -3.1275 1.6091
C -7.4826 -1.6062 2.0210
C -6.1933 -0.7161 1.6326
Cl -6.8485 0.8874 1.0207
Si -5.1773 -0.3585 3.2057
O -3.6411 0.4311 2.8598
Si -2.5341 -0.0700 4.0907
Br -3.7091 0.0219 6.0821
I -1.8556 -2.3978 3.6222
C -1.0571 1.0980 4.3245
C -0.4696 1.7170 2.9805
C 0.8637 0.9794 2.4798
O 1.6873 2.0274 1.8963
C 2.6391 1.4939 1.0389
C 3.4715 2.5194 0.1679
O 2.9065 0.2898 0.9081
H -8.2588 -3.7048 1.9187
H -6.4722 -3.6018 2.1849
H -7.2142 -3.3030 0.5009
H -8.4148 -1.2208 1.4957
H -7.6882 -1.5129 3.1384
H -5.6280 -1.3141 0.8628
H -4.9807 -1.6606 3.8770
H -5.9944 0.5194 4.0660
H -0.2425 0.4897 4.8397
H -1.3305 1.9234 5.0490
H -0.1314 2.7753 3.2324
H -1.2339 1.8270 2.1566
H 0.5876 0.1742 1.7380
H 1.4261 0.4845 3.3245
H 4.5885 2.4070 0.3104
H 3.2163 3.5875 0.4633
H 3.2699 2.4131 -0.9400
C -0.6595 3.7089 -2.7588
C -1.0590 4.9859 -2.0493
C 0.0031 5.0931 -0.9710
O 1.1907 4.4866 -1.4973
C 0.8540 3.7776 -2.6994
H -1.0430 3.6329 -3.7779
H -1.0173 2.8421 -2.1926
H -0.9798 5.8332 -2.7379
H -2.0731 4.9670 -1.6473
H -0.2866 4.5395 -0.0709
H 0.2139 6.1275 -0.6904
H 1.2593 4.3420 -3.5465
H 1.3192 2.7892 -2.6851
C 7.1604 -0.1795 2.5536
C 8.4443 0.5974 2.7616
C 8.1555 1.8868 2.0155
O 6.7426 2.1088 2.1024
C 6.1160 0.9185 2.6045
H 6.9936 -0.9603 3.2969
H 7.1652 -0.6453 1.5623
H 8.5837 0.8052 3.8275
H 9.3341 0.0833 2.3955
H 8.4169 1.7991 0.9548
H 8.6883 2.7428 2.4358
H 5.7970 1.1160 3.6343
H 5.2343 0.6832 2.0052
C 8.4098 3.1852 -2.0591
C 7.8473 1.7885 -2.2085
C 7.1164 1.8815 -3.5344
O 7.8239 2.8428 -4.3287
C 8.7590 3.5378 -3.4930
H 9.2657 3.2439 -1.3852
H 7.6328 3.8597 -1.6860
H 8.6659 1.0655 -2.2831
H 7.1983 1.4856 -1.3851
H 6.0921 2.2453 -3.3991
H 7.0790 0.9260 -4.0618
H 9.7648 3.1901 -3.7534
H 8.7002 4.6103 -3.6888
C -3.1038 3.8468 -7.6752
C -2.7218 2.3805 -7.6602
C -1.6012 2.3580 -6.6390
O -1.8780 3.4048 -5.6962
C -2.9255 4.2336 -6.2188
H -4.1129 4.0346 -8.0444
H -2.4010 4.4070 -8.2998
H -3.5655 1.7809 -7.3029
H -2.4178 1.9948 -8.6339
H -0.6336 2.5729 -7.1051
H -1.5305 1.4030 -6.1161
H -3.8339 4.0314 -5.6405
H -2.6595 5.2850 -6.0924
C 5.0866 -1.6938 7.2170
C 6.5316 -1.7620 7.6652
C 7.2226 -2.2868 6.4208
O 6.4702 -1.8103 5.2963
C 5.2269 -1.2705 5.7673
H 4.4764 -1.0061 7.8037
H 4.6328 -2.6880 7.2741
H 6.8953 -0.7566 7.8990
H 6.6917 -2.3941 8.5395
H 7.2127 -3.3815 6.3921
H 8.2570 -1.9460 6.3402
H 5.2781 -0.1800 5.6756
H 4.4088 -1.6343 5.1420
C -4.4786 -1.9272 -5.2339
C -4.5332 -0.5566 -4.5901
C -3.0614 -0.2263 -4.4305
O -2.3709 -0.8801 -5.5038
C -3.2671 -1.8014 -6.1390
H -5.3873 -2.1956 -5.7743
H -4.2971 -2.6893 -4.4698
H -5.0047 0.1563 -5.2742
H -5.0793 -0.5350 -3.6462
H -2.6653 -0.6191 -3.4881
H -2.8664 0.8481 -4.4693
H -3.5420 -1.3845 -7.1144
H -2.7605 -2.7551 -6.2989
C 3.8880 -4.1763 0.1350
C 3.9755 -3.0370 1.1299
C 2.5433 -2.9353 1.6167
O 1.9852 -4.2556 1.5432
C 2.8749 -5.0936 0.7949
H 4.8436 -4.6664 -0.0574
H 3.4943 -3.8080 -0.8176
H 4.6337 -3.3178 1.9587
H 4.3460 -2.1051 0.7013
H 1.9494 -2.2828 0.9694
H 2.4742 -2.5647 2.6420
H 3.3600 -5.7807 1.4973
H 2.3049 -5.6806 0.0718
C -12.6910 -4.7237 0.0203
C -12.9493 -5.0338 1.4802
C -11.5470 -5.0125 2.0589
O -10.7913 -4.0760 1.2789
C -11.5441 -3.7346 0.1072
H -13.5593 -4.3231 -0.5044
H -12.3649 -5.6299 -0.4997
H -13.5507 -4.2366 1.9280
H -13.4633 -5.9816 1.6445
H -11.0646 -5.9917 1.9686
H -11.5308 -4.7123 3.1087
H -11.9120 -2.7103 0.2311
H -10.8938 -3.7670 -0.7692

No. 2
13
Properties=species:S:1:pos:R:3 method="wB97M-V/def2-TZVPD" smiles=[NH3+]c1cc[nH]c1[O-] total_charge=0
N 1.1014 -1.1555 0.9927
C 0.1291 -0.3435 0.2942
C -1.2886 -0.3252 0.1900
C -1.5571 0.7093 -0.6593
N -0.3574 1.3034 -1.0519
C 0.7250 0.6527 -0.4855
O 1.9606 0.8600 -0.6279
H 1.9875 -0.8716 0.5037
H 0.9548 -2.1665 0.9292
H 1.2029 -0.8959 1.9781
H -2.0152 -0.9745 0.6614
H -2.5050 1.0925 -1.0024
H -0.2616 2.0439 -1.7244

No. 3
15
Properties=species:S:1:pos:R:3 method="wB97M-V/def2-TZVPD" smiles="N/C=C/C(O)=C=O.O" total_charge=0
N 1.5595 -3.8719 -1.6123
C 1.7072 -3.1638 -0.4718
C 0.8476 -2.2131 -0.0010
C 1.1943 -1.3674 1.1487
O 0.4696 -1.4082 2.3287
C 2.2113 -0.5195 1.0509
O 3.0785 0.2544 0.9048
H 2.2052 -4.6124 -1.8376
H 0.9399 -3.5326 -2.3543
H 2.6583 -3.3227 0.0443
H -0.1779 -2.1622 -0.3874
H 0.5153 -2.3020 2.6881
O 1.5393 -0.6768 -2.7113
H 1.3790 -1.1005 -1.8355
H 1.3396 0.2530 -2.5700

No. 4
19
Properties=species:S:1:pos:R:3 method="wB97M-V/def2-TZVPD" total_charge=0
C -0.0490 -2.2213 -0.3437
C 0.2895 -0.8558 0.2564
C 1.2668 -0.0240 -0.4131
C 2.1263 0.8793 0.3238
N -0.1443 0.2980 -0.5420
C -0.7966 1.4159 -0.2441
C -2.1932 1.4515 -0.0657
C -2.7602 0.1988 0.2556
N -3.2710 -0.8137 0.4492
H 0.5546 -3.0027 0.0659
H 0.0930 -2.0823 -1.3985
H -1.0330 -2.4787 0.0052
H 0.2478 -0.8638 1.2780
H 1.5973 -0.3413 -1.3291
H 2.7151 1.6344 -0.2879
H 2.7223 0.3555 1.1190
H 1.4103 1.6545 0.9451
H -0.2141 2.3363 -0.2919
H -2.5618 2.4591 0.2178

No. 5
58
Properties=species:S:1:pos:R:3 method="wB97M-V/def2-TZVPD" smiles="CCCc1nnc(SCC(=O)N2[C@H](C)CCC[C@@H]2C)n1C[C@@H]1CCCO1" total_charge=0
C 1.4005 0.7306 -5.2738
C 0.8800 0.3021 -3.9087
C 1.9248 -0.5134 -3.1473
C 1.4096 -0.9413 -1.8235
N 0.1604 -1.1700 -1.5380
N 0.0797 -1.5891 -0.2600
C 1.2929 -1.6036 0.2181
S 1.7147 -2.0885 1.8327
C 0.0265 -1.9840 2.4908
C -0.4672 -0.5543 2.2536
O 0.3423 0.3551 2.1971
N -1.7935 -0.3595 2.1349
C -2.7746 -1.4301 2.2298
C -3.0612 -2.0719 0.8668
C -4.0503 -0.9351 2.9256
C -4.5761 0.3617 2.3264
C -3.4832 1.4184 2.4147
C -2.2104 0.9722 1.6959
C -2.3336 1.0509 0.1719
N 2.1926 -1.1986 -0.7242
C 3.6086 -1.0404 -0.5432
C 4.0467 0.4133 -0.2562
C 3.1979 1.1412 0.7979
C 2.2913 2.0351 -0.0457
C 3.1986 2.3506 -1.2292
O 3.9706 1.1812 -1.4513
H 0.6544 1.3235 -5.7971
H 1.6365 -0.1388 -5.8838
H 2.3035 1.3288 -5.1681
H 0.6179 1.1835 -3.3204
H -0.0241 -0.2975 -4.0183
H 2.1795 -1.4075 -3.7273
H 2.8357 0.0709 -3.0102
H -0.5589 -2.7364 1.9709
H 0.0968 -2.2044 3.5561
H -2.3473 -2.1951 2.8864
H -3.7993 -1.5061 0.3086
H -3.4442 -3.0800 1.0081
H -2.1483 -2.1149 0.2763
H -4.8028 -1.7226 2.8611
H -3.8302 -0.7653 3.9826
H -4.8753 0.2097 1.2896
H -5.4585 0.6909 2.8785
H -3.8194 2.3583 1.9752
H -3.2534 1.6011 3.4672
H -1.3901 1.6351 1.9940
H -2.3087 2.0923 -0.1400
H -3.2571 0.6086 -0.1862
H -1.5039 0.5272 -0.2947
H 3.9081 -1.6702 0.2985
H 4.1209 -1.3795 -1.4480
H 5.1015 0.3576 0.0502
H 3.8428 1.7511 1.4306
H 2.6299 0.4682 1.4326
H 1.4068 1.4867 -0.3698
H 1.9692 2.9261 0.4857
H 3.8691 3.1888 -0.9915
H 2.6612 2.5774 -2.1520

No. 6
53
Properties=species:S:1:pos:R:3 method="wB97M-V/def2-TZVPD" total_charge=0
O 4.2743 -0.5895 0.9127
C 4.0600 0.5070 1.3597
C 2.8258 0.8485 2.1435
C 2.7748 2.2819 2.7252
C 1.9734 3.1702 1.7829
S 0.0849 3.1539 2.0946
C -0.6376 4.1576 0.7488
H 4.8149 1.3076 1.3389
H 2.6281 0.1554 2.9551
H 2.0610 0.6403 1.3494
H 2.4300 2.4089 3.7308
H 3.8204 2.6219 2.7176
H 2.3076 4.2077 1.6833
H 1.8958 2.8733 0.7222
H -1.4381 3.5733 0.2972
H -1.0309 5.1545 0.9544
H -0.0015 4.3829 -0.1061
H 1.6406 -1.1885 -4.3309
H 1.4718 -1.8524 -2.9183
O 1.2848 -1.9749 -3.9031
H -3.2295 -2.3716 0.1383
H -3.4734 -1.0432 -0.6531
O -3.7381 -1.5490 0.1336
H 0.5559 -4.4830 -0.2107
H 0.9598 -3.1112 0.4643
O 0.8235 -3.5754 -0.3653
H -1.0099 -3.5868 -2.3431
H -1.4095 -2.1224 -2.4331
O -1.7760 -3.0109 -2.2637
H -0.3450 -0.2525 -2.2176
H -0.1494 -1.0720 -3.4580
O -0.8332 -0.4668 -3.0315
H -0.5135 -2.1146 1.8892
H 0.6579 -2.5173 2.7521
O 0.0250 -2.9024 2.1360
H 2.9031 -1.3897 -0.8116
H 1.4104 -2.1342 -1.0923
O 2.1094 -1.4647 -1.3490
H -0.7805 -0.0083 1.7942
H -1.7577 -0.6438 0.7201
O -0.8411 -0.6043 1.0332
H -0.0005 0.7580 -0.1945
H 1.3505 0.5410 -0.8070
O 0.4688 0.8467 -1.0366
H -3.1049 -0.1093 -2.6536
H -4.6895 -0.1407 -2.5912
O -3.8866 0.1299 -2.1429
H -4.0375 -1.6751 2.3617
H -3.5937 -0.4054 2.8788
O -3.9501 -1.2350 3.2213
H -1.8711 1.5765 -2.6612
H -1.4695 1.3289 -3.9415
O -2.0118 2.0153 -3.5216

Results for lowest unoccupied orbital energy: 0.298; 0.209; 0.645; 0.704; 0.658; -0.036 (in eV, following the order of the records).
Results for energy above the lowest of the compared OMol25 structures with the same formula, charge and spin: 1.502; 1.939; 3.215; 3.195; 0.000; 3.411 (in eV, following the order of the records).
Results for E: -6311.24659; -340.72364; -437.02523; -382.13473; -1510.90757; -1587.17292 (in Eh, following the order of the records).